[1]
The following is a quantum chemistry calculation of the ion C11H18N3O with charge +1 at a distorted geometry, from the Open Molecules 2025 dataset.

**Relative energy (zero: lowest compared OMol25 entry of this formula, charge and spin)**: 392.5 kJ/mol
**HOMO**: -11.988 eV
**Charge**: +1
**Kohn-Sham gap**: 8.0 eV

Cartesian coordinates (Å):
C: 2.851 0.863 -1.642
C: -0.213 0.724 -0.351
C: 1.422 0.925 -0.464
C: 3.160 -0.682 0.049
C: 3.833 -1.619 0.651
C: -0.879 -0.393 -0.914
C: -3.118 0.654 -0.207
C: -2.209 1.679 0.737
C: -2.367 -0.683 -0.329
C: -3.141 -1.596 -1.238
C: 1.535 -0.353 1.784
N: 3.522 -0.094 -1.126
N: 1.919 -0.190 0.380
N: -0.872 1.683 0.195
O: 1.577 2.130 0.160
H: 3.383 -2.033 1.509
H: 4.776 -2.104 0.337
H: -1.060 -0.531 -1.980
H: -0.174 -1.274 -0.800
H: -4.034 0.446 0.321
H: -3.283 1.261 -1.120
H: -2.795 2.631 0.545
H: -2.421 1.389 1.771
H: -2.328 -1.051 0.756
H: -2.669 -1.669 -2.263
H: -4.272 -1.456 -1.417
H: -3.052 -2.566 -0.669
H: 0.796 -1.202 1.993
H: 2.420 -0.422 2.286
H: 1.133 0.727 2.089
H: 4.430 -0.294 -1.542
H: 2.388 2.692 -0.063
H: -0.259 2.408 0.562

[2]
The following is a quantum chemistry calculation of a structure of composition C24H23CuO7P3, from the Open Molecules 2025 dataset.

**Relative energy (zero: lowest compared OMol25 entry of this formula, charge and spin)**: 8.1 kJ/mol
**HOMO**: -4.180 eV
**Charge**: -1
**Kohn-Sham gap**: 7.0 eV

Cartesian coordinates (Å):
Cu: 0.631 -1.040 -0.734
C: -5.188 2.561 -2.296
C: -4.147 3.306 -1.767
C: -3.048 2.672 -1.191
C: -2.969 1.284 -1.135
C: -4.026 0.546 -1.679
C: -5.124 1.173 -2.246
P: -1.465 0.368 -0.559
C: -0.596 1.688 0.380
C: -0.732 1.913 1.747
C: -0.011 2.925 2.370
C: 0.845 3.734 1.630
C: 0.984 3.523 0.263
C: 0.273 2.499 -0.353
C: -2.195 -0.700 0.751
C: -3.372 -0.374 1.377
C: -3.947 -1.228 2.344
C: -3.326 -2.399 2.664
C: -2.101 -2.767 2.052
C: -1.450 -3.976 2.404
C: -0.254 -4.292 1.833
C: 0.352 -3.420 0.895
C: -0.224 -2.231 0.496
C: -1.498 -1.910 1.090
H: -6.043 3.054 -2.742
H: -4.184 4.389 -1.796
H: -2.250 3.274 -0.774
H: -3.987 -0.538 -1.650
H: -5.930 0.576 -2.656
H: -1.386 1.276 2.333
H: -0.114 3.078 3.438
H: 1.408 4.519 2.119
H: 1.667 4.124 -0.324
H: 0.422 2.303 -1.409
H: -3.887 0.544 1.119
H: -4.879 -0.949 2.821
H: -3.756 -3.067 3.404
H: -1.916 -4.629 3.135
H: 0.247 -5.215 2.104
H: 1.313 -3.704 0.477
C: 4.624 -0.940 -2.878
C: 4.493 -0.588 -1.388
O: 5.654 0.107 -0.917
P: 4.365 -2.134 -0.429
O: 4.143 -1.701 1.070
O: 5.871 -2.696 -0.384
O: 3.436 -3.115 -1.014
P: 3.089 0.589 -1.204
O: 2.927 0.612 0.425
O: 3.606 1.910 -1.660
O: 1.832 0.014 -1.804
H: 5.535 -1.520 -3.037
H: 4.689 -0.017 -3.457
H: 3.766 -1.517 -3.217
H: 5.507 1.035 -1.165
H: 3.637 -0.873 1.157
H: 5.858 -3.573 -0.781
H: 2.831 1.517 0.743

[3]
The following is a quantum chemistry calculation of a cluster of 40 separate species, H80O40 in total at a distorted geometry, from the Open Molecules 2025 dataset.

**Relative energy (zero: lowest compared OMol25 entry of this formula, charge and spin)**: 1724.4 kJ/mol
**HOMO**: -10.155 eV
**Kohn-Sham gap**: 9.6 eV

Cartesian coordinates (Å):
H: 0.203 -1.459 1.461
H: 1.499 -0.580 1.796
O: 1.091 -1.530 1.723
H: 3.212 -1.787 2.694
H: 1.919 -2.811 3.033
O: 2.776 -2.527 3.152
H: 2.172 -0.903 -1.252
H: 1.967 -0.671 -2.833
O: 2.082 -0.211 -1.985
H: -4.906 -0.294 -4.210
H: -3.501 -0.553 -3.542
O: -4.487 -0.550 -3.331
H: -2.724 0.441 4.699
H: -2.434 0.597 6.227
O: -2.253 0.180 5.500
H: 3.950 4.038 -2.090
O: 4.365 3.544 -1.496
H: -4.339 0.767 1.948
O: -4.847 1.504 1.678
H: 2.423 -1.668 -4.585
H: 2.114 -0.247 -5.246
O: 2.892 -0.922 -5.130
H: 1.513 5.477 -0.581
H: 0.375 6.131 -1.081
O: 1.161 5.743 -1.401
H: 4.574 -3.006 -3.410
H: 3.729 -3.777 -4.292
O: 3.717 -3.476 -3.408
H: -0.115 -4.806 1.500
H: 0.504 -3.560 2.203
O: -0.177 -4.322 2.250
H: -2.499 -1.566 -0.522
O: -1.896 -1.145 -1.158
H: 3.505 1.695 -2.744
H: 1.973 1.252 -3.265
O: 2.584 1.924 -3.108
H: 3.239 -4.819 -0.807
H: 3.018 -5.025 0.790
O: 2.671 -5.087 -0.078
H: 0.683 2.913 3.234
H: 1.978 1.852 2.899
O: 1.458 2.724 2.605
H: 0.087 3.751 -3.858
H: 0.978 2.967 -4.584
O: 0.247 3.560 -4.695
H: -0.382 0.766 -4.588
H: -0.523 -0.750 -4.115
O: -0.109 0.108 -3.757
H: -1.954 3.536 4.457
H: -2.373 3.661 2.919
O: -1.633 3.428 3.504
H: -4.401 -0.778 0.166
O: -4.844 -1.297 -0.371
H: 0.699 0.797 3.532
H: -0.291 0.724 2.502
O: 0.470 0.347 2.738
H: -0.198 6.161 1.132
O: 0.694 6.251 1.128
H: -0.178 1.487 -0.515
H: 0.010 0.294 -1.511
O: -0.714 0.975 -1.068
H: 4.334 1.602 2.365
H: 4.724 0.124 2.483
O: 4.672 0.940 2.941
H: 5.566 0.506 -0.651
H: 6.886 0.962 -0.857
O: 6.189 0.506 -1.487
H: -0.833 -2.673 -6.035
H: 0.301 -2.067 -5.228
O: -0.564 -1.831 -5.598
H: 1.994 -3.878 -3.682
H: 0.681 -4.158 -4.036
O: 1.346 -3.471 -4.363
H: -1.358 -2.032 6.116
H: -0.336 -1.406 5.297
O: -0.782 -2.328 5.419
H: 2.894 0.099 0.591
H: 2.831 1.023 -0.666
O: 3.395 0.735 0.073
H: -4.205 -3.810 -2.885
H: -3.340 -2.473 -2.588
O: -3.375 -3.483 -2.515
H: -1.352 -5.026 -2.137
H: -2.590 -5.370 -2.932
O: -1.760 -5.709 -2.468
H: -4.158 2.519 -1.282
H: -2.750 2.292 -1.621
O: -3.475 2.941 -1.798
H: -4.349 4.526 0.587
O: -3.336 4.548 0.732
H: -3.017 -4.980 1.990
H: -2.108 -4.974 3.213
O: -2.315 -5.452 2.376
H: -5.684 -0.936 -0.634
H: 4.315 2.766 -1.415
H: 1.182 6.039 1.915
H: -4.280 2.175 2.216
H: -1.707 -0.128 -0.974
H: -3.141 4.460 -0.205
O: 3.457 5.428 1.438
H: 3.046 5.842 0.607
H: 4.137 4.853 1.255
O: -3.893 -3.203 0.970
H: -3.175 -2.501 0.939
H: -4.002 -3.237 -0.142
O: 1.395 2.953 -0.999
H: 1.402 3.784 -0.532
H: 2.233 2.803 -1.481
O: 2.503 1.429 4.959
H: 3.038 2.054 5.222
H: 2.719 0.621 5.351
O: -1.782 -2.200 2.806
H: -2.446 -2.905 2.890
H: -0.932 -2.280 3.194
O: -1.875 0.182 1.496
H: -2.710 -0.061 1.230
H: -1.454 -0.591 1.663
O: -4.871 -1.344 2.409
H: -4.190 -1.911 2.691
H: -5.101 -0.801 3.189

[4]
The following is a quantum chemistry calculation of a cluster of 6 separate species, C12H22Cl4N4 in total at a distorted geometry, from the Open Molecules 2025 dataset.

**HOMO (alpha / beta)**: -3.921 / -3.921 eV
**Charge**: -1
**2S+1**: 2
**Kohn-Sham gap (alpha / beta)**: 3.6 / 3.1 eV

Cartesian coordinates (Å):
C: -2.295 0.595 -0.112
C: -2.252 1.043 -1.593
N: -2.151 -0.102 -2.534
C: -0.936 -0.676 -2.985
C: -1.258 -1.617 -3.905
N: -2.610 -1.615 -4.134
C: -3.148 -0.648 -3.371
C: -3.403 -2.360 -5.153
H: -2.741 -0.385 0.058
H: -2.920 1.310 0.425
H: -1.301 0.435 0.305
H: -1.537 1.838 -1.806
H: -3.105 1.637 -1.921
H: -0.018 -0.323 -2.538
H: -0.651 -2.286 -4.497
H: -4.162 -0.355 -3.601
H: -2.741 -3.059 -5.663
H: -3.670 -1.698 -5.977
H: -4.338 -2.773 -4.774
C: 0.499 -0.207 3.390
C: 1.773 -0.944 2.981
N: 3.006 -0.248 3.484
C: 4.094 -0.852 4.122
C: 4.995 0.165 4.389
N: 4.404 1.361 4.031
C: 3.231 1.116 3.395
C: 5.014 2.718 4.265
H: -0.380 -0.849 3.335
H: 0.426 0.668 2.745
H: 0.479 0.189 4.405
H: 1.774 -0.783 1.904
H: 1.826 -2.031 3.054
H: 4.128 -1.917 4.295
H: 5.974 0.072 4.837
H: 2.691 1.919 2.915
H: 6.047 2.762 3.920
H: 5.025 2.908 5.338
H: 4.371 3.482 3.829
Cl: -3.315 3.714 1.983
Cl: -0.477 -2.009 -7.455
Cl: -4.462 -1.822 -8.691
Cl: -5.883 1.626 -2.696